132
Properties=species:S:1:pos:R:3 method="wB97M-V/def2-TZVPD" energy_ev=-76506.8869 lumo_ev=-2.081 spin_multiplicity=1 total_charge=+1
O -1.793 -0.556 0.063
O -0.342 1.918 -1.309
N 0.334 -7.855 5.155
N -2.123 6.499 -2.558
N -3.944 1.972 -1.288
N 4.766 0.970 -1.957
N -0.841 11.217 -3.117
N 0.811 -4.361 7.265
N 2.905 -3.005 -2.984
N -2.359 0.530 -0.515
N -4.863 0.027 -0.271
N -3.870 1.078 -6.847
N -1.450 -2.654 3.036
C 4.137 -4.765 -4.763
C -1.662 1.633 -1.109
C 1.457 0.270 -0.975
C -1.295 -3.090 4.293
C -2.517 7.778 -2.519
C 1.339 -2.136 0.156
C 3.168 -4.096 7.645
C 4.620 0.600 -3.232
C -0.452 -5.199 3.583
C 4.898 -3.922 -3.968
C -2.665 2.559 -1.593
C 6.160 2.774 -2.718
C -4.062 1.077 -5.525
C -1.104 -3.497 2.056
C -0.590 6.995 -0.776
C -0.802 -4.344 4.618
C 1.544 -8.178 5.625
C -2.609 1.196 -7.275
C -0.971 10.863 -4.401
C 5.995 2.367 -4.033
C -4.668 -1.453 -0.274
C 1.764 -9.152 6.586
C -1.998 8.719 -1.646
C 2.192 -3.827 -3.763
C -4.852 -1.000 3.571
C -4.474 -1.991 1.218
C 0.668 -9.831 7.093
C 2.959 -4.053 9.015
C 0.634 -4.318 8.591
C 2.295 -0.167 1.518
C 5.529 2.045 -1.723
C 0.583 13.015 -3.836
C 0.703 -0.459 -2.163
C -0.709 -8.526 5.659
C -3.711 0.770 -0.644
C -3.039 1.194 -4.597
C 4.237 -3.069 -3.101
C -5.563 -1.431 2.227
C 2.755 -4.720 -4.661
C -0.605 -4.770 2.272
C -1.172 6.135 -1.692
C -1.014 8.315 -0.757
C 2.088 -0.744 0.061
C 2.066 -4.249 6.819
C -1.740 1.314 -5.064
C 1.667 -4.164 9.502
C 0.433 12.626 -5.158
C -0.597 -9.514 6.623
C -0.069 12.280 -2.860
C -1.515 1.315 -6.431
C 5.210 1.257 -4.300
C -0.359 11.528 -5.451
C 0.559 1.418 -0.282
H 2.178 -4.285 5.740
H 3.795 -3.933 9.694
H -4.855 2.367 -1.524
H 4.787 -2.392 -2.455
H -3.253 1.190 -3.539
H -0.062 -6.190 3.801
H -0.342 -5.409 1.438
H 1.194 13.868 -3.569
H -3.291 8.045 -3.232
H 1.115 -3.753 -3.651
H -1.604 9.999 -4.580
H -0.514 1.406 -6.833
H -2.466 3.530 -2.101
H 6.473 2.910 -4.840
H -1.677 -8.245 5.258
H -0.394 -4.412 8.925
H 2.685 0.885 1.468
H -0.694 -4.644 5.650
H -3.457 -1.745 1.633
H -3.745 -1.772 -0.845
H -1.240 -3.113 1.051
H 4.615 -5.449 -5.454
H 3.993 -0.273 -3.389
H 2.767 -9.372 6.928
H -5.564 0.229 -0.992
H 1.299 -0.161 2.042
H 0.251 -2.049 0.394
H -6.329 -2.226 2.451
H 1.468 -2.789 -0.745
H -2.484 1.196 -8.352
H -5.519 -2.036 -0.708
H -1.845 -0.411 1.041
H 6.765 3.636 -2.471
H 2.964 -0.855 2.105
H -0.871 5.093 -1.748
H 2.371 -7.616 5.201
H -4.194 -1.815 3.977
H -0.583 9.021 -0.057
H 1.296 2.224 0.008
H -2.352 9.740 -1.660
H -0.498 11.194 -6.471
H 2.324 0.846 -1.458
H -6.132 -0.538 1.853
H -0.288 -0.907 -1.883
H 0.020 12.543 -1.811
H 4.163 -4.013 7.228
H -4.576 -3.117 1.228
H 5.631 2.322 -0.679
H 0.798 -10.599 7.846
H 0.572 0.172 -3.080
H 5.979 -3.926 -4.021
H -4.178 -0.107 3.405
H 3.125 -0.989 -0.330
H 1.465 -4.134 10.565
H 0.058 1.070 0.657
H 1.362 -1.340 -2.470
H 5.058 0.910 -5.314
H -5.621 -0.696 4.343
H -0.912 1.405 -4.370
H 2.128 -5.364 -5.265
H -1.476 -10.022 6.997
H 0.929 13.174 -5.951
H 0.175 6.643 -0.096
H -1.585 -2.387 5.067
H -5.095 0.978 -5.208
H 1.811 -2.667 1.041


133
Properties=species:S:1:pos:R:3 method="wB97M-V/def2-TZVPD" energy_ev=-103541.2270 lumo_ev=0.277 spin_multiplicity=1
Pt -0.349 0.033 0.351
S 3.819 1.103 -1.855
P 1.604 0.831 3.902
P -1.957 -0.197 -3.357
O 0.937 -0.361 3.284
O -1.152 0.256 -2.193
O -2.767 0.615 1.960
O -2.739 -1.628 1.502
N 1.591 1.432 -0.609
N -3.249 0.771 -3.742
N -1.040 -0.177 -4.712
N -2.641 -1.673 -3.131
C 0.475 3.154 4.945
C -4.860 2.296 -2.782
C 1.948 -0.910 -1.276
C 4.276 3.824 -1.315
C 3.955 0.191 2.671
C 2.504 5.044 -0.176
C 0.626 -2.765 -0.544
C -4.972 0.887 2.883
C 1.737 3.889 -0.124
C 2.238 2.687 -0.634
C -0.416 4.219 4.932
C -1.461 -0.601 -6.054
C -2.868 -2.175 -1.747
C -1.078 3.615 2.697
C 5.655 1.770 2.020
C 1.198 -0.419 7.721
C -0.176 2.555 2.693
C 2.435 -3.134 -2.096
C -4.245 2.870 -4.073
C 2.308 0.536 -1.201
C -2.910 2.149 -4.180
C 0.888 -1.393 -0.495
C 3.789 4.982 -0.750
C 5.195 0.458 2.105
C 3.636 2.560 3.065
C 3.095 1.022 6.280
C 0.372 0.284 -4.686
C 4.877 2.821 2.491
C 2.352 0.044 8.351
C 2.006 6.368 0.415
C -5.118 -1.485 1.312
C 3.177 1.246 3.161
C 2.287 7.536 -0.545
C 1.396 -3.629 -1.310
C 2.700 -1.775 -2.079
C 1.941 0.564 5.647
C -4.051 -2.507 3.308
C -4.266 0.878 -2.643
C -3.529 -3.520 -1.999
C 2.744 6.616 1.743
C 3.300 0.761 7.633
C 0.862 -0.032 -6.101
C 3.480 2.679 -1.259
C -3.641 -2.264 -4.061
C 0.992 -0.163 6.370
C -3.939 -1.409 2.274
C -1.205 4.437 3.810
C -3.730 0.022 2.868
C -0.411 0.043 -6.956
C -4.470 -3.202 -3.172
C -3.076 0.010 4.243
C 0.591 2.307 3.835
C 0.503 6.337 0.690
B -2.107 -0.407 1.288
H -0.135 1.913 1.778
H 6.621 1.975 1.567
H -3.557 -1.530 -1.190
H -3.135 -2.832 -4.844
H -5.114 -2.469 0.833
H -4.752 1.830 3.397
H -1.926 5.248 3.807
H -5.791 0.388 3.418
H 1.869 8.461 -0.132
H -5.022 0.101 -2.768
H -6.075 -1.355 1.827
H -5.032 -0.725 0.527
H -4.053 -3.883 -1.112
H -2.168 2.614 -3.519
H -4.574 2.907 -1.924
H 5.229 3.842 2.401
H -4.795 -4.086 -3.720
H 0.426 1.357 -4.479
H 4.203 1.110 8.122
H -1.426 -1.691 -6.159
H -0.318 -0.475 -7.910
H 3.027 -3.801 -2.716
H -1.697 3.787 1.821
H -2.479 -0.272 -6.273
H -3.808 0.749 -1.659
H -5.359 -2.686 -2.794
H -4.166 -3.469 2.799
H -0.182 -3.169 0.061
H 3.018 3.381 3.427
H 0.945 -0.229 -3.915
H -4.867 2.616 -4.934
H 1.824 7.356 -1.523
H 3.839 1.576 5.716
H 3.830 6.666 1.591
H 2.513 -0.160 9.405
H 5.253 3.804 -1.790
H 3.490 -1.380 -2.711
H -4.250 -1.499 -4.546
H -3.760 -0.365 5.011
H -5.303 1.121 1.868
H 1.271 -1.047 -6.140
H 0.738 3.901 0.297
H 3.358 7.702 -0.703
H 5.799 -0.356 1.717
H 0.253 5.623 1.474
H -5.948 2.271 -2.827
H 1.066 2.961 5.834
H -4.124 3.953 -4.036
H 0.109 -0.538 5.860
H 2.417 7.565 2.193
H -4.928 -2.348 3.949
H -2.785 1.031 4.500
H 4.415 5.869 -0.770
H 0.464 -0.987 8.281
H 1.188 -4.693 -1.300
H -0.065 6.081 -0.212
H -0.508 4.862 5.800
H -0.670 1.088 -7.150
H 1.635 0.665 -6.424
H -2.510 2.136 -5.193
H -2.781 -4.263 -2.301
H 2.534 5.808 2.455
H -3.157 -2.560 3.934
H -2.169 -0.605 4.235
H 3.569 -0.822 2.718
H -1.938 -2.215 -1.189
H 0.176 7.327 1.025


150
Properties=species:S:1:pos:R:3 method="wB97M-V/def2-TZVPD" energy_ev=-97838.0670 lumo_ev=-1.323 spin_multiplicity=1 total_charge=+1
O -1.977 -4.315 0.540
O -4.176 -2.554 0.665
O -0.807 2.625 4.651
O 1.945 2.537 0.508
O 0.119 4.412 2.635
O -1.475 3.623 0.102
O -0.137 -2.037 -1.889
O -5.787 -1.266 -0.159
N -0.741 -2.316 -4.033
N -2.439 2.990 -2.734
N -2.447 -0.824 -1.217
N -0.242 -0.147 -5.214
N 2.590 -0.013 1.000
N 3.901 -1.562 4.875
N 2.607 -2.654 -1.203
N -3.155 0.299 -1.218
N -0.840 1.697 1.961
N -3.005 0.882 -0.090
N -1.358 1.367 -3.896
N 3.435 2.766 -1.162
N 0.998 1.420 -4.074
N -0.151 3.185 -2.985
N 2.124 3.249 -3.261
N 1.296 -0.354 2.652
N 1.385 0.205 1.497
C 2.634 -1.762 4.199
C 0.868 -1.050 -5.371
C 4.171 2.283 -2.309
C 3.458 -4.994 -1.487
C -0.688 5.211 1.795
C -3.243 -2.965 -2.103
C 3.165 4.188 -1.268
C -2.453 -1.675 -2.375
C -1.509 -0.682 -5.651
C -3.525 -0.851 4.447
C -0.005 -3.144 3.387
C -1.096 -3.388 2.576
C -0.544 4.652 0.372
C -0.201 0.899 -4.353
C 5.250 -5.138 -3.109
C -4.689 -2.671 -1.695
C -1.803 0.572 2.064
C -3.044 1.022 2.835
C 3.398 -3.630 -1.742
C 0.152 4.779 3.996
C 2.901 -1.457 -1.803
C -0.909 4.022 4.808
C 0.318 2.004 5.279
C 0.954 2.592 -3.433
C 2.202 4.439 -2.454
C -2.700 4.015 -0.492
C -0.998 -2.009 -2.749
C 1.432 -4.150 1.769
C -5.418 0.315 3.290
C -0.414 -0.372 6.192
C -0.930 -4.038 1.358
C -3.971 -0.159 3.162
C -0.066 0.689 5.762
C 2.721 2.036 -0.285
C -2.179 0.145 0.686
C -4.828 -2.170 -0.277
C 1.274 -3.527 3.001
C 5.196 -3.788 -3.371
C 3.308 -0.759 1.867
C 2.457 -0.975 2.935
C -1.813 -0.970 -0.038
C 4.391 -5.734 -2.181
C -1.277 2.503 -3.195
C 3.918 -1.635 -2.699
C 0.348 -4.410 0.952
C 4.259 -3.016 -2.684
C 2.991 0.519 -0.274
C 2.463 -3.261 3.881
C 2.211 -0.197 -1.403
C -2.576 4.222 -2.010
C 0.642 -2.305 -4.482
C 3.391 2.661 -3.603
C -1.653 -2.134 -5.140
H 1.778 -0.530 -5.078
H -5.888 -0.965 0.761
H 5.153 2.769 -2.309
H 1.841 -1.441 4.884
H -5.265 -3.598 -1.746
H -4.121 -1.741 4.627
H -6.077 -0.522 3.511
H 2.733 4.528 -0.328
H 4.312 -1.068 1.666
H -5.507 1.034 4.101
H -1.911 4.270 4.448
H -3.643 -0.181 5.296
H 0.848 -3.222 -5.039
H -1.695 4.824 -2.241
H 2.563 5.275 -3.063
H 2.369 -3.797 4.826
H -3.472 4.742 -2.364
H -0.729 2.151 2.887
H 4.120 4.696 -1.426
H 1.278 -2.277 -3.599
H -0.629 5.457 -0.360
H -2.679 -2.361 -4.861
H -3.909 -0.883 2.342
H -2.739 1.503 3.764
H 4.324 1.210 -2.254
H -2.287 -0.030 -5.252
H -0.346 6.254 1.829
H -5.155 -1.944 -2.361
H -0.700 -1.304 6.580
H -2.089 -3.089 2.882
H -2.788 -3.902 0.886
H 1.806 -2.812 -0.612
H -3.242 -3.575 -3.007
H -1.166 2.404 1.270
H -3.082 4.930 -0.023
H -1.296 -0.248 2.580
H -0.834 4.306 5.865
H -2.743 -3.534 -1.317
H 4.030 -0.591 5.136
H -2.479 -1.138 4.386
H -3.579 1.746 2.217
H 0.013 5.858 4.126
H 0.463 -4.910 0.002
H -3.216 2.346 -2.744
H 4.369 -0.883 -3.318
H 3.370 -3.616 3.386
H 0.938 -1.333 -6.425
H 1.191 4.653 -2.111
H -0.148 -2.649 4.334
H 4.463 -6.796 -2.006
H -1.353 -2.844 -5.916
H 4.065 0.331 -0.374
H -5.754 0.796 2.373
H 4.678 -1.846 4.290
H -1.741 5.181 2.111
H 2.795 -5.461 -0.774
H 1.151 4.511 4.352
H 3.195 1.785 -4.219
H 5.860 -3.331 -4.089
H 2.112 0.454 -2.272
H 0.654 2.606 6.134
H 0.092 1.335 1.642
H 1.206 -0.420 -1.041
H 5.968 -5.756 -3.627
H 3.965 3.388 -4.187
H -1.186 -1.799 0.200
H 1.143 1.905 4.561
H -2.932 -1.073 -3.152
H 2.421 -4.448 1.449
H -1.548 -0.661 -6.746
H -3.382 3.182 -0.299
H 0.442 4.183 0.305